The following is a quantum chemistry calculation of a cluster of 2 separate species, C3H5I in total, from OMol25.

Cartesian coordinates (Å):
C 0.85547 2.15067 -0.08837
C -0.12144 2.01936 -0.76905
I -1.71649 1.73833 -1.96940
H 1.70211 2.29978 0.51121
C -0.14074 -1.64416 0.46220
H 0.17996 -0.73704 0.95953
H 0.28360 -1.67336 -0.53204
H 0.18109 -2.50761 1.02943
H -1.22355 -1.64597 0.39649

For the energy above the lowest of the compared OMol25 structures with the same formula, charge and spin, the calculation gives 172.4 kJ/mol. As for the SMILES: C#CI.C. The HOMO energy comes out at -9.67 eV. Its gap between HOMO and LUMO is 10.0 eV.

Atom charges from the Löwdin analysis, given in e for atoms 1 to 8: -0.029, -0.818, 0.840, 0.013, -0.048, 0.001, 0.014, 0.012